Entry from the OMol25 dataset: a molecular structure, C74H86F10N17O26S10 in a non-equilibrium geometry (the ωB97M-V functional and the def2-TZVPD basis).

The geometry in XYZ format:
```
223
Properties=species:S:1:pos:R:3:lowdin_charge:R:1
C -24.6319 -18.4011 24.2842 0.058
N -24.5804 -17.0292 24.8817 -0.046
C -25.6605 -16.2752 24.8332 0.011
C -25.6036 -15.0011 25.3792 0.024
C -24.4533 -14.5389 25.9158 -0.146
C -23.2833 -15.3051 25.7991 0.030
C -23.3200 -16.5162 25.1952 0.039
C -24.4282 -13.1389 26.4507 -0.127
C -23.9377 -12.9896 27.7305 0.062
C -23.8699 -11.7141 28.2213 0.023
N -24.4067 -10.7158 27.5188 -0.058
C -24.7893 -10.8491 26.2480 0.004
C -24.8582 -12.0868 25.6964 0.051
C -24.4627 -9.3488 28.1080 0.042
H -24.5138 -18.2683 23.2089 0.117
H -25.5967 -18.8640 24.4893 0.115
H -23.8406 -19.0204 24.6875 0.106
H -26.5698 -16.6107 24.3547 0.172
H -26.4908 -14.3978 25.4790 0.151
H -22.3701 -14.7986 26.0457 0.131
H -22.4493 -17.1523 25.0547 0.155
H -23.5229 -13.8412 28.2422 0.145
H -23.5583 -11.4158 29.2082 0.157
H -25.1861 -10.0340 25.6770 0.106
H -25.1232 -12.2371 24.6513 0.122
H -23.4626 -8.9415 28.3560 0.119
H -25.0804 -9.3989 29.0022 0.114
H -24.9459 -8.6911 27.3695 0.076
C -21.6121 -15.0618 18.2123 0.057
N -21.1630 -13.9837 19.1113 -0.050
C -20.1620 -14.2230 19.9632 -0.006
C -19.7469 -13.2629 20.8402 0.027
C -20.4076 -12.0100 20.9204 -0.123
C -21.4056 -11.8272 19.9955 0.051
C -21.7612 -12.8067 19.0725 0.004
C -20.0464 -11.0078 21.9667 -0.140
C -19.9947 -9.6591 21.5857 0.056
C -19.7433 -8.7253 22.5595 -0.015
N -19.5315 -9.0641 23.8044 -0.042
C -19.5649 -10.3717 24.1921 0.042
C -19.7875 -11.3634 23.2448 0.028
C -19.1457 -8.0496 24.8281 0.055
H -22.2538 -14.6128 17.4463 0.109
H -22.1821 -15.7854 18.8043 0.117
H -20.7085 -15.4793 17.7596 0.113
H -19.7020 -15.1981 19.9614 0.157
H -18.9721 -13.3955 21.5782 0.122
H -21.8885 -10.8893 19.7925 0.117
H -22.5708 -12.6859 18.3824 0.091
H -20.1727 -9.3659 20.5759 0.111
H -19.6894 -7.7051 22.2066 0.113
H -19.4379 -10.5562 25.2480 0.150
H -19.7741 -12.3686 23.6278 0.134
H -19.4329 -7.0750 24.4539 0.072
H -18.0521 -8.0735 24.9462 0.127
H -19.6656 -8.2542 25.7646 0.099
C -16.2857 -11.2210 20.3880 0.034
N -17.1319 -11.0521 19.1897 -0.079
C -17.2789 -12.1515 18.3780 0.019
C -17.8598 -11.9811 17.1422 0.058
C -18.2470 -10.7081 16.7466 -0.122
C -18.1008 -9.6088 17.5870 0.101
C -17.5051 -9.8419 18.8235 0.013
C -18.9009 -10.5629 15.4576 -0.141
C -18.4452 -9.5527 14.5922 0.054
C -19.1242 -9.2692 13.4116 0.029
N -20.2396 -9.9752 13.1084 -0.033
C -20.7494 -10.9057 13.9574 0.020
C -20.0781 -11.1918 15.1126 0.036
C -20.9625 -9.7044 11.8124 0.067
H -15.2532 -11.1699 20.0460 0.122
H -16.4506 -12.2126 20.8107 0.098
H -16.4263 -10.4538 21.1465 0.105
H -16.9090 -13.1203 18.7208 0.155
H -18.0403 -12.8687 16.5710 0.140
H -18.4523 -8.6396 17.3295 0.129
H -17.2822 -9.0215 19.4852 0.146
H -17.6177 -8.9300 14.8711 0.129
H -18.8912 -8.4441 12.7502 0.122
H -21.7112 -11.3160 13.6736 0.133
H -20.5356 -11.9024 15.7750 0.113
H -21.0568 -10.6242 11.2327 0.117
H -20.3472 -9.0010 11.2576 0.095
H -21.9387 -9.2583 12.0046 0.107
C -29.0915 -3.3675 29.5084 0.045
N -28.7499 -3.6919 28.0972 -0.068
C -27.6450 -4.4831 27.8992 0.038
C -27.2605 -4.7995 26.6380 0.045
C -28.0774 -4.3645 25.6236 -0.126
C -29.1735 -3.5797 25.8269 0.071
C -29.4716 -3.2185 27.1053 0.023
C -27.6771 -4.6504 24.2468 -0.138
C -28.6239 -4.8307 23.2457 0.056
C -28.2323 -5.0733 21.9579 0.033
N -26.9346 -5.0887 21.6659 -0.057
C -26.0075 -4.8299 22.5852 -0.039
C -26.3657 -4.5763 23.8748 0.031
C -26.5620 -5.4540 20.3084 0.031
H -29.8623 -2.5908 29.5850 0.116
H -28.1910 -3.0307 30.0122 0.107
H -29.4734 -4.2756 30.0015 0.123
H -27.1232 -4.8231 28.7713 0.149
H -26.4142 -5.4449 26.4372 0.120
H -29.7394 -3.2143 24.9758 0.151
H -30.3414 -2.6238 27.3712 0.167
H -29.6929 -4.8086 23.3826 0.146
H -28.8736 -5.1842 21.1011 0.168
H -24.9771 -4.9341 22.2796 0.135
H -25.5882 -4.4573 24.6116 0.129
H -25.4836 -5.4015 20.1878 0.082
H -27.1101 -4.8482 19.5970 0.099
H -26.8889 -6.4867 20.2088 0.115
C -18.7854 -0.0230 28.0152 0.056
N -19.1933 -0.5326 26.6748 -0.066
C -18.2531 -0.7616 25.7486 0.031
C -18.6058 -1.2429 24.5221 0.059
C -19.9324 -1.5389 24.3117 -0.116
C -20.9072 -1.3398 25.2884 0.068
C -20.4684 -0.8905 26.4954 0.017
C -20.3345 -2.0395 22.9765 -0.153
C -19.4595 -2.8701 22.3005 0.017
C -19.7627 -3.2926 21.0498 0.025
N -20.9114 -2.8366 20.4712 -0.052
C -21.7091 -1.9192 21.0498 0.048
C -21.4415 -1.5250 22.3527 0.063
C -21.1841 -3.2885 19.1090 0.040
H -18.8683 1.0585 28.0219 0.119
H -17.7477 -0.3169 28.2167 0.116
H -19.4397 -0.4597 28.7708 0.109
H -17.2745 -0.3709 25.9680 0.160
H -17.8057 -1.3400 23.8265 0.140
H -21.9143 -1.6406 25.0883 0.131
H -21.1370 -0.7688 27.3195 0.150
H -18.6369 -3.3524 22.8064 0.143
H -19.0255 -3.8610 20.4800 0.146
H -22.5605 -1.5707 20.4835 0.126
H -22.0205 -0.7378 22.8219 0.147
H -20.7355 -4.2949 19.0014 0.106
H -20.7798 -2.5987 18.3457 0.139
H -22.2513 -3.3776 19.0081 0.072
C -24.2124 -9.8027 22.3995 0.025
N -23.8870 -9.1260 21.1196 -0.038
C -24.4537 -9.6230 19.9890 0.030
C -24.1859 -9.0303 18.7766 0.062
C -23.3854 -7.9139 18.7098 -0.117
C -22.8968 -7.3832 19.9020 0.030
C -23.1495 -8.0022 21.0948 -0.006
C -23.2501 -7.1109 17.4807 -0.122
C -22.9389 -7.7619 16.2963 0.069
C -22.7550 -7.0456 15.1231 0.024
N -22.8667 -5.7201 15.1046 -0.027
C -23.2741 -5.0582 16.2313 0.036
C -23.4099 -5.7359 17.4232 0.026
C -22.7448 -4.9229 13.8530 0.041
H -24.3708 -9.0589 23.1830 0.075
H -23.3624 -10.4537 22.5788 0.093
H -25.1416 -10.3693 22.2376 0.067
H -25.1848 -10.4158 20.0953 0.123
H -24.7008 -9.3478 17.8855 0.146
H -22.2986 -6.4892 19.7815 0.111
H -22.9182 -7.5440 22.0554 0.105
H -22.8353 -8.8413 16.3147 0.107
H -22.5046 -7.5421 14.2003 0.142
H -23.4183 -4.0003 16.2027 0.136
H -23.7773 -5.1850 18.2720 0.101
H -23.5652 -4.2390 13.7107 0.115
H -22.6933 -5.6374 13.0211 0.095
H -21.8036 -4.3877 13.8614 0.082
N -25.0081 -2.4345 19.9890 -0.318
S -25.3552 -1.5732 21.3756 0.433
O -26.7032 -1.6305 21.8724 -0.275
O -24.6537 -0.3633 21.4288 -0.253
F -24.5971 -2.4891 22.3029 -0.175
S -25.7499 -2.1259 18.4797 0.450
O -25.3133 -0.9088 17.9387 -0.233
O -27.0732 -2.5924 18.3947 -0.255
F -25.0247 -3.1008 17.5983 -0.153
N -27.1150 -9.8602 24.2338 -0.299
S -27.7577 -10.8560 23.1331 0.409
O -27.2874 -10.5904 21.8140 -0.283
O -29.0836 -11.2111 23.3221 -0.203
F -27.0229 -12.0972 23.5852 -0.148
S -27.3276 -8.1717 24.0477 0.512
O -28.6826 -7.8400 23.8747 -0.232
O -26.3237 -7.5574 23.1698 -0.308
F -26.9329 -7.6914 25.4135 -0.128
N -22.2881 -6.8329 24.2399 -0.279
S -22.7928 -7.1524 25.6613 0.325
O -24.1962 -7.0840 25.8675 -0.289
O -21.8968 -6.8327 26.6758 -0.239
F -22.5708 -8.6304 25.4541 -0.162
S -21.8503 -5.1719 23.8758 0.483
O -20.5262 -4.8858 24.3267 -0.262
O -22.8658 -4.2384 24.1749 -0.256
F -21.7546 -5.2571 22.4060 -0.092
N -24.3857 -13.1961 20.8033 -0.284
S -24.0942 -14.3093 21.8981 0.420
O -23.2407 -15.3858 21.4482 -0.309
O -25.1550 -14.6775 22.7915 -0.282
F -23.2011 -13.4060 22.7140 -0.172
S -25.3630 -13.5172 19.3851 0.446
O -26.6909 -13.6237 19.7534 -0.198
O -24.6845 -14.2785 18.4326 -0.228
F -25.3311 -12.1666 18.8250 -0.110
N -20.0016 -6.2178 13.2753 -0.327
S -19.7689 -5.5978 11.7587 0.396
O -18.7272 -6.1981 11.0217 -0.240
O -19.9736 -4.2245 11.7770 -0.226
F -20.9939 -6.1664 11.1726 -0.112
S -19.1468 -5.8061 14.6257 0.467
O -19.5903 -4.6182 15.2497 -0.281
O -17.7482 -6.0629 14.4709 -0.270
F -19.6851 -6.8996 15.5896 -0.189
O -24.7602 -11.9143 15.7043 0.119
C -23.5712 -11.3374 15.8069 -0.800
O -23.3209 -10.6447 14.7656 -0.090
O -22.7564 -11.4675 16.7510 -0.054
H -25.0639 -11.6487 14.8336 0.122
O -17.9296 -5.7808 19.3558 0.046
C -18.5413 -6.5409 20.3388 -0.901
O -17.8780 -6.7709 21.3161 0.007
O -19.6957 -6.9229 20.0541 -0.056
H -17.0480 -5.6015 19.7121 0.110
```

- E: -292177.82740 eV
- HOMO-LUMO gap: 5.452 eV
- LUMO energy: -10.53 eV
- 2S+1: 1
- E_HOMO: -16.0 eV
- Total charge: +5